Model i:
C45H42N4O7P2PbS | ωB97M-V/def2-TZVPD

Each line ends with the Mulliken charge.
Geometry (Å):
Pb (-0.03536, -1.22925, 0.16392)  1.246
O (-0.39224, -5.55370, -4.67076)  -0.729
C (-0.30598, -4.74329, -3.76939)  0.668
C (0.76176, -4.71183, -2.70201)  -0.072
O (1.70869, -5.47814, -2.61924)  -0.766
C (0.43138, -3.57262, -1.83732)  1.061
C (-0.70332, -2.88762, -2.35630)  0.643
O (-1.15252, -1.80352, -1.83499)  -0.485
C (-1.23399, -3.57969, -3.52529)  -0.197
O (-2.20735, -3.28687, -4.20719)  -0.785
O (1.04593, -3.18619, -0.79512)  -0.925
C (2.62507, 1.43483, -3.07643)  -1.248
C (2.62382, 2.66723, -2.15864)  -1.522
P (1.88891, 2.27909, -0.48887)  1.746
C (3.22652, 1.28646, 0.29209)  0.061
C (2.93350, 0.64846, 1.50123)  -0.199
C (3.87030, -0.16895, 2.11790)  -0.262
C (5.11866, -0.36041, 1.54183)  -0.775
C (5.42854, 0.27786, 0.34947)  -0.778
C (4.48938, 1.09438, -0.26801)  -0.323
C (2.13016, 3.91559, 0.31036)  0.271
C (3.31244, 4.35120, 0.90436)  -0.506
C (3.39351, 5.61254, 1.47872)  -0.612
C (2.29225, 6.45769, 1.46474)  -0.453
C (1.10539, 6.02992, 0.88537)  -0.609
C (1.02304, 4.76385, 0.32354)  -0.655
P (1.19447, 0.30956, -2.70758)  1.037
C (-0.18875, 1.38905, -3.22570)  0.122
C (-0.24619, 2.01949, -4.46763)  0.030
C (-1.28990, 2.87838, -4.77714)  -0.741
C (-2.28618, 3.12241, -3.83931)  -0.655
C (-2.23451, 2.50663, -2.59802)  -0.439
C (-1.19020, 1.64432, -2.29210)  0.013
C (1.37147, -0.91262, -4.05024)  0.530
C (0.37081, -1.20486, -4.97247)  -0.562
C (0.50234, -2.28576, -5.83534)  -0.617
C (1.63323, -3.08464, -5.78956)  -0.420
C (2.63603, -2.80498, -4.86955)  -0.638
C (2.50104, -1.73413, -4.00264)  -0.679
H (3.51976, 0.83165, -2.90523)  0.627
H (2.63407, 1.72912, -4.13011)  0.661
H (1.93804, 3.41879, -2.56286)  0.577
H (3.61229, 3.13678, -2.11712)  0.667
H (1.96028, 0.80569, 1.95083)  0.289
H (3.60616, -0.66986, 3.04203)  0.318
H (5.84303, -1.01271, 2.01500)  0.372
H (6.39931, 0.13230, -0.11053)  0.394
H (4.75123, 1.57887, -1.20037)  0.224
H (4.17243, 3.69184, 0.92764)  0.337
H (4.31798, 5.93309, 1.94542)  0.386
H (2.35369, 7.43971, 1.91913)  0.342
H (0.23327, 6.67268, 0.89299)  0.389
H (0.08360, 4.40338, -0.08099)  0.349
H (0.52660, 1.82509, -5.20362)  0.343
H (-1.32926, 3.35467, -5.74998)  0.378
H (-3.10365, 3.79235, -4.07969)  0.347
H (-3.00411, 2.69007, -1.85841)  0.493
H (-1.15384, 1.18600, -1.31266)  -0.060
H (-0.55091, -0.63787, -4.97206)  0.302
H (-0.31780, -2.54128, -6.49406)  0.267
H (1.70299, -3.96167, -6.41992)  0.335
H (3.49288, -3.46112, -4.78401)  0.356
H (3.25184, -1.57349, -3.23541)  0.246
C (-2.98457, 2.23845, 5.35117)  -1.699
C (-3.74507, 2.35565, 4.02143)  2.775
C (-4.51811, 3.68031, 3.99808)  -1.881
C (-4.73826, 1.18950, 3.91376)  -1.660
C (-2.77852, 2.30548, 2.91487)  -0.948
C (-1.95666, 2.17673, 2.03974)  0.132
H (-3.68323, 2.25562, 6.19420)  0.388
H (-2.27945, 3.06359, 5.45905)  0.413
H (-2.41885, 1.30639, 5.38130)  0.318
H (-5.23778, 3.71691, 4.82222)  0.386
H (-5.06033, 3.78940, 3.05734)  0.389
H (-3.83156, 4.52269, 4.09418)  0.399
H (-5.45799, 1.21686, 4.73895)  0.441
H (-4.19896, 0.24151, 3.94476)  0.304
H (-5.28379, 1.23760, 2.96968)  0.347
S (-1.27064, -2.81122, 2.17001)  -0.622
C (-0.01969, -2.32274, 3.32056)  -0.060
C (0.89679, -3.25983, 3.81178)  -0.534
C (1.90083, -2.88504, 4.69288)  -0.407
C (2.02712, -1.56006, 5.09423)  -0.542
C (1.13987, -0.61628, 4.59171)  -0.730
C (0.12610, -0.98919, 3.71978)  -0.043
H (0.81619, -4.28634, 3.47693)  0.369
H (2.59876, -3.63221, 5.05481)  0.342
H (2.81878, -1.26474, 5.77346)  0.345
H (1.24214, 0.42970, 4.85778)  0.354
H (-0.51813, -0.23097, 3.29432)  0.808
N (-4.60357, -2.02342, 2.10763)  -0.333
C (-5.41938, -1.21259, 1.41987)  0.509
N (-6.75279, -1.22792, 1.76585)  -0.499
N (-5.06151, -0.41206, 0.44602)  -0.763
C (-3.74146, -0.39772, 0.27529)  0.290
N (-2.58998, -0.42863, 0.29275)  0.055
H (-4.92697, -2.44465, 2.95968)  0.214
H (-3.58818, -2.01737, 1.96946)  -0.049
H (-7.11429, -2.11087, 2.08591)  0.234
H (-7.32732, -0.76858, 1.07788)  0.282
O (-1.09744, 2.04050, 1.10097)  -0.306
O (0.04417, 1.27341, 1.65388)  -0.729

Calculated values
* net charge: -2
* orbital gap: 5.7085 eV
* HOMO: -0.0659 Ha


Model ii:
C45H42N4O7P2PbS | ωB97M-V/def2-TZVPD

Each line ends with the Mulliken charge.
Geometry (Å):
Pb (0.22372, 1.22205, -0.56421)  1.591
O (-2.18050, 7.70543, 1.20137)  -0.698
C (-1.87517, 6.52945, 1.10503)  0.206
C (-2.72758, 5.35277, 1.48454)  0.107
O (-3.81073, 5.38743, 2.03780)  -0.716
C (-1.97211, 4.13843, 1.06615)  -0.210
C (-0.70428, 4.55610, 0.50335)  0.482
O (0.16405, 3.72982, 0.05080)  -0.612
C (-0.57940, 5.99541, 0.60613)  0.647
O (0.40181, 6.72334, 0.33909)  -1.000
O (-2.35284, 2.96814, 1.19496)  -0.373
C (-1.55845, -2.30702, 0.56490)  -2.530
C (-1.08011, -1.58748, 1.82546)  0.356
P (-1.34534, 0.23816, 1.71034)  0.328
C (-3.16894, 0.33089, 1.72851)  0.609
C (-3.81981, 0.28025, 0.49825)  -0.346
C (-5.20304, 0.32632, 0.42407)  -0.744
C (-5.95535, 0.44664, 1.58360)  -0.606
C (-5.31480, 0.52688, 2.81129)  -0.632
C (-3.93055, 0.46847, 2.88357)  -0.672
C (-0.79920, 0.84532, 3.34318)  0.460
C (-0.91683, 0.10150, 4.51515)  -0.020
C (-0.45906, 0.60838, 5.72494)  -0.720
C (0.12445, 1.86655, 5.77175)  -0.630
C (0.25729, 2.60961, 4.60655)  -0.680
C (-0.19554, 2.10088, 3.39914)  -0.232
P (-0.50750, -1.96637, -0.98369)  1.429
C (-1.65116, -2.96295, -2.02279)  0.536
C (-1.51151, -4.32888, -2.23989)  -0.450
C (-2.43340, -5.02326, -3.01580)  -0.686
C (-3.51328, -4.36270, -3.57991)  -0.547
C (-3.65889, -2.99600, -3.37209)  -0.749
C (-2.73344, -2.30580, -2.60714)  -0.546
C (0.93357, -3.04052, -0.54312)  0.574
C (2.20867, -2.61345, -0.92215)  -0.651
C (3.33438, -3.35145, -0.59401)  -0.504
C (3.21664, -4.53996, 0.11725)  -0.630
C (1.96133, -4.97035, 0.51405)  -0.788
C (0.83516, -4.21695, 0.19608)  0.019
H (-2.56289, -1.96379, 0.29942)  0.906
H (-1.68167, -3.37517, 0.76574)  0.760
H (-0.00422, -1.71425, 1.96207)  -0.798
H (-1.58173, -1.99140, 2.71016)  0.960
H (-3.23633, 0.23654, -0.41518)  0.422
H (-5.69010, 0.28986, -0.54264)  0.430
H (-7.03588, 0.50179, 1.52848)  0.357
H (-5.89358, 0.65623, 3.71799)  0.386
H (-3.44086, 0.56569, 3.84377)  0.251
H (-1.37232, -0.88093, 4.49302)  0.243
H (-0.55956, 0.01909, 6.62886)  0.391
H (0.48346, 2.26389, 6.71379)  0.342
H (0.72121, 3.58749, 4.63174)  0.455
H (-0.08531, 2.67632, 2.48782)  0.105
H (-0.66436, -4.85670, -1.82034)  0.317
H (-2.29952, -6.08610, -3.18346)  0.402
H (-4.23052, -4.90294, -4.18649)  0.348
H (-4.48845, -2.46257, -3.82125)  0.411
H (-2.82893, -1.23228, -2.48592)  0.213
H (2.30891, -1.69678, -1.48569)  0.265
H (4.31120, -2.99267, -0.89651)  0.451
H (4.09895, -5.11673, 0.37010)  0.329
H (1.85068, -5.88847, 1.07985)  0.371
H (-0.13170, -4.57348, 0.52591)  0.245
C (3.29137, 0.32345, 4.12126)  -1.464
C (3.29525, -0.59813, 2.89509)  2.636
C (2.74988, -1.97558, 3.29423)  -1.308
C (4.72639, -0.74881, 2.36567)  -1.720
C (2.43869, -0.01234, 1.84813)  0.475
C (1.72328, 0.47336, 0.99489)  -1.595
H (3.93331, -0.09391, 4.90372)  0.429
H (2.27973, 0.43321, 4.51755)  0.096
H (3.66030, 1.31543, 3.85621)  0.365
H (3.38582, -2.42287, 4.06514)  0.482
H (2.72344, -2.64367, 2.43249)  0.044
H (1.73909, -1.88149, 3.69403)  0.203
H (5.36981, -1.17382, 3.14273)  0.425
H (5.12715, 0.22195, 2.07010)  0.379
H (4.74350, -1.40664, 1.49707)  0.219
S (-0.27772, 0.23008, -4.14604)  0.034
C (-0.10028, -0.47959, -5.74167)  0.707
C (-0.84008, 0.06639, -6.79052)  -0.667
C (-0.73531, -0.46249, -8.06701)  -0.432
C (0.10663, -1.53988, -8.31282)  -0.444
C (0.83843, -2.08142, -7.26320)  -0.614
C (0.74102, -1.56447, -5.98003)  -0.613
H (-1.49396, 0.91159, -6.60528)  0.348
H (-1.31283, -0.02674, -8.87405)  0.342
H (0.18859, -1.95447, -9.31022)  0.344
H (1.49133, -2.92814, -7.44166)  0.349
H (1.27654, -1.99907, -5.14729)  0.504
N (2.44118, 5.17003, -0.54986)  0.015
C (3.68560, 5.04892, -0.94413)  0.594
N (4.53899, 6.11189, -0.76460)  -0.448
N (4.21858, 3.95629, -1.49353)  -0.858
C (3.32911, 3.00397, -1.70501)  0.663
N (2.53116, 2.18001, -1.88030)  -0.590
H (1.97600, 5.99766, -0.14071)  0.264
H (1.78776, 4.37832, -0.50892)  0.197
H (4.10454, 7.00590, -0.61038)  0.254
H (5.32846, 6.10690, -1.38730)  0.262
O (0.85689, -0.56162, -3.28800)  -0.267
O (0.44371, -1.92788, -3.02951)  -0.546

Calculated values
* net charge: -2
* orbital gap: 5.9622 eV
* HOMO: -0.0688 Ha


Which structure is most stable, and how do the rest compare? From most to least stable: model i, model ii.


Model i:
C4H5NOS | ωB97M-V/def2-TZVPD

Each line ends with the Mulliken charge.
Geometry (Å):
C (-0.96205, 0.37131, 1.84217)  0.255
C (0.29158, 0.13492, 1.37564)  -0.169
C (-0.20716, 0.13420, -0.94892)  0.579
C (0.59206, -0.69803, -1.83526)  -0.893
N (-1.95420, -0.40057, 1.70017)  -0.589
O (-1.06131, 0.95377, -1.07315)  -0.392
S (1.78659, -0.02848, 1.87415)  -0.247
H (-1.02502, 1.37200, 2.27757)  0.302
H (0.70428, -0.29187, -2.81348)  0.341
H (1.63506, -1.05178, -1.44341)  0.268
H (-0.08261, -1.48741, -1.77979)  0.283
H (-2.80294, -0.00905, 2.05979)  0.260

Calculated values
* net charge: 0
* orbital gap (spin up / spin down): 6.7836 / 6.7552 eV
* HOMO (spin up / spin down): -0.2716 / -0.2712 Ha


Model ii:
C4H5NOS | ωB97M-V/def2-TZVPD

Each line ends with the Mulliken charge.
Geometry (Å):
C (-1.34721, 1.20684, -0.99061)  0.532
C (0.32949, -1.43865, -0.25206)  -0.335
C (1.19494, -0.24966, -0.06282)  -0.771
C (0.64433, 0.25697, 1.06979)  -0.089
N (-1.13941, 1.67024, 0.09597)  -0.452
O (-0.92418, 0.60036, -1.89877)  -0.420
S (-0.22396, -1.36091, 1.46086)  -0.179
H (-0.57314, -1.17366, -0.80126)  0.169
H (0.75927, -2.29735, -0.74622)  0.394
H (1.98657, 0.18404, -0.65040)  0.339
H (0.80454, 1.07958, 1.76658)  0.462
H (-1.51123, 1.52219, 1.00892)  0.349

Calculated values
* net charge: 0
* orbital gap: 8.8479 eV
* HOMO: -0.3054 Ha


Which structure is most stable, and how do the rest compare? From most to least stable: model ii, model i.